Molecular formula: C4H12N2O4P2
Method: DFT, ωB97M-V with the def2-TZVPD basis set

Summary:
Molar mass, g mol⁻¹: 214.10
SMILES: CCCC([P@@](N)(=O)[O-])[P@@](N)(=O)[O-]
Total charge: -2
2S+1: 1
E_HOMO, eV: -1.11
Energy relative to the best compared isomer or geometry (same formula, charge and spin), eV: 0.052
E_LUMO, eV: 5.862
Kohn-Sham gap, eV: 7.0
Energy, a.u.: -1252.9507

The geometry in XYZ format:
```
24
Properties=species:S:1:pos:R:3:forces:R:3:mulliken_charge:R:1
C -2.505666 1.060356 -1.739084 0.765 -4.480 -0.233 -1.370
C -1.476854 0.857788 -0.625917 -1.106 -1.099 -1.357 -0.138
C -0.338581 0.039512 -1.210077 -0.835 -1.292 -1.064 -0.913
C 0.890084 0.002180 -0.348523 1.070 0.701 2.097 -0.171
P 1.471957 -1.786549 0.009051 -0.778 0.260 0.330 0.577
N 0.436118 -2.344391 1.347882 0.774 -1.423 -2.975 -0.785
O 1.047702 -2.630733 -1.147995 -0.512 -0.326 -0.596 -0.825
O 2.919765 -1.828215 0.372112 0.237 0.529 0.711 -0.747
P 0.675196 1.128402 1.586974 -0.408 -1.049 -0.441 0.770
N 2.293802 0.807149 2.153932 -0.490 -0.124 -1.346 -0.851
O 0.485596 2.615656 1.463459 0.323 -0.365 -0.709 -0.742
O -0.345544 0.383405 2.446423 1.235 0.281 -0.824 -0.756
H -2.397711 0.023401 -2.391147 -0.858 2.649 1.244 0.227
H -2.390594 1.873880 -2.352387 1.150 1.963 -1.769 0.350
H -3.489322 1.203703 -1.401755 -1.652 -0.374 0.746 0.430
H -1.142969 1.765314 -0.242761 0.664 1.718 0.658 0.380
H -1.939856 0.321885 0.202844 0.129 -0.061 0.061 0.277
H -0.163442 0.357852 -2.310672 0.069 -0.225 1.635 0.160
H -0.731835 -1.033135 -1.324427 0.494 1.297 -0.004 0.346
H 1.717437 0.525840 -0.874384 -0.190 -0.285 0.525 0.376
H -0.439202 -2.557872 0.847147 0.435 0.148 0.591 0.259
H 0.258969 -1.680056 2.034741 -0.528 1.711 1.395 0.412
H 2.242823 -0.236280 2.154110 1.021 0.887 -0.171 0.414
H 2.922127 1.130907 1.350453 -1.010 -1.041 1.495 0.319
```
Forces are in eV/Å.